One molecule with the formula C3H6BClO2 in a non-equilibrium geometry, computed with wB97M-V/def2-TZVPD.

The geometry in XYZ format:
```
13
Properties=species:S:1:pos:R:3:forces:R:3
B 0.7190 0.9912 -0.0787 -0.458 -0.512 0.021
C 0.6906 -1.5988 -0.5304 -2.533 4.878 2.606
C 0.0407 -0.4274 0.0579 2.479 -4.223 -2.414
C -1.3109 -0.6037 0.6524 0.003 -0.117 0.093
O 2.0526 1.0455 -0.2871 0.614 -0.288 -0.039
O 0.0258 2.1567 -0.0125 -0.064 0.476 0.121
Cl -2.5401 0.2794 -0.3366 -0.232 0.073 -0.027
H 0.2185 -2.5583 -0.4782 -0.163 -0.400 -0.079
H 1.6604 -1.4769 -0.9610 0.405 -0.065 -0.226
H -1.6320 -1.6454 0.6673 0.060 0.133 0.066
H -1.3802 -0.1722 1.6509 -0.050 -0.079 -0.034
H 2.3859 1.9382 -0.3856 0.015 0.234 -0.045
H -0.9302 2.0717 0.0417 -0.077 -0.108 -0.041
```
Positions in Å, forces in eV/Å.

For the LUMO energy, the calculation gives 0.48 eV. For the energy relative to the best compared isomer or geometry (same formula, charge and spin), the calculation gives 0.0 kcal per mole. The calculation puts the frontier orbital gap at 10.16 eV. Its SMILES is C=C(CCl)B(O)O. The value obtained for the HOMO energy is -9.7 eV. The calculation puts the total energy at -20504.335 eV.